Computed, not measured: a structure of composition CH4N2ORb, with wB97M-V/def2-TZVPD.

Geometry as XYZ:
```
9
Properties=species:S:1:pos:R:3:forces:R:3:nbo_charge:R:1
Rb 1.4691 -1.9490 3.2055 -0.1 0.2 -0.2 1.00
C -0.0024 0.0505 0.0313 0.3 -0.5 0.3 0.80
O 0.4231 -0.4736 1.0823 0.0 0.4 -0.4 -0.79
N -0.5437 -0.7130 -0.9570 0.1 0.3 0.1 -0.82
N 0.0824 1.3746 -0.2379 -0.1 -0.3 0.3 -0.81
H -0.5177 -1.7057 -0.8318 -0.2 -0.1 0.1 0.41
H -1.2113 -0.3266 -1.5999 0.1 -0.1 -0.1 0.41
H 0.4231 2.0119 0.4572 0.0 -0.1 0.1 0.42
H -0.1227 1.7310 -1.1498 0.0 0.1 -0.1 0.41
```
Forces are in eV/Å.

## Properties
total energy: -249.20713 a.u.
E_HOMO: -13.67 eV
lowest unoccupied orbital energy: -0.133 Ha
orbital gap: 10.06 eV
net charge: +1
largest force on an atom: 0.647 eV/Å


Computed, not measured: an isolated molecule of CH4N2OS at a distorted geometry, with wB97M-V/def2-TZVPD.

Geometry as XYZ:
```
9
Properties=species:S:1:pos:R:3:forces:R:3:nbo_charge:R:1
N 0.0223 -1.1237 -0.6509 -0.5 -0.8 -0.2 -0.79
C -0.7388 -0.2604 0.0521 1.8 1.8 -0.6 0.23
S -2.3317 -0.0947 0.2692 -2.0 -1.0 -0.1 -0.21
N -0.0559 0.8019 0.6093 1.8 -1.4 -0.1 -0.35
O 1.2905 0.9931 0.1376 -0.3 0.2 1.5 -0.58
H 0.9919 -0.9851 -0.8590 0.2 0.7 0.4 0.41
H -0.3985 -1.7517 -1.3096 -0.6 -0.1 0.3 0.41
H -0.6438 1.5953 0.8176 0.5 0.4 -0.2 0.41
H 1.8641 0.8253 0.9336 -0.9 0.3 -1.0 0.48
```
Forces are in eV/Å.

## Properties
total energy: -623.38942 a.u.
E_HOMO: -8.54 eV
SMILES: NC(=S)NO
lowest unoccupied orbital energy: 0.021 Ha
orbital gap: 9.12 eV
largest force on an atom: 2.600 eV/Å


What is the E_HOMO in the first record?
-13.67 eV


Which of these has the highest total energy?
CH4N2ORb